(1)
{
  "formula": "C17H18N8RhS3",
  "method": "ωB97M-V/def2-TZVPD",
  "elements": ["Rh", "C", "C", "S", "C", "C", "S", "H", "H", "H", "H", "H", "H", "N", "C", "C", "C", "C", "C", "C", "S", "N", "C", "C", "C", "C", "C", "C", "N", "H", "H", "H", "H", "H", "H", "H", "H", "H", "N", "N", "N", "C", "N", "N", "H", "H", "H"],
  "coordinates": [[-0.16, 0.69, 0.13], [-3.11, 5.03, -2.60], [-2.43, 3.84, -1.96], [-2.28, 2.45, -2.86], [-1.99, 3.93, -0.64], [-2.21, 5.19, 0.18], [-1.19, 2.76, 0.33], [-3.38, 4.79, -3.62], [-2.45, 5.90, -2.61], [-4.01, 5.31, -2.05], [-2.70, 5.96, -0.40], [-1.26, 5.57, 0.55], [-2.83, 4.96, 1.04], [1.39, -2.80, 1.98], [1.96, -3.70, 1.12], [2.38, -4.96, 1.58], [2.97, -5.84, 0.70], [3.16, -5.50, -0.65], [2.76, -4.27, -1.11], [2.16, -3.36, -0.22], [1.75, -1.79, -0.80], [0.83, -1.12, 0.36], [0.82, -1.59, 1.67], [0.20, -0.78, 2.64], [0.11, -1.13, 4.01], [-0.50, -0.28, 4.89], [-1.02, 0.92, 4.42], [-0.92, 1.21, 3.07], [-0.34, 0.40, 2.18], [1.33, -3.08, 2.95], [2.23, -5.22, 2.61], [3.29, -6.80, 1.06], [3.61, -6.21, -1.32], [2.90, -3.99, -2.14], [0.51, -2.06, 4.37], [-0.56, -0.54, 5.94], [-1.51, 1.63, 5.08], [-1.33, 2.12, 2.67], [-0.41, -0.80, -4.87], [0.02, -0.05, -3.80], [1.07, 0.73, -3.87], [1.14, 1.18, -2.63], [0.16, 0.67, -1.88], [-0.54, -0.15, -2.64], [-0.05, -0.35, -5.71], [-1.42, -0.82, -4.85], [1.84, 1.92, -2.29]],
  "mulliken_spin": [1.18, 0.00, 0.00, 0.48, 0.31, -0.01, 0.13, 0.00, 0.00, 0.00, 0.00, 0.02, 0.02, 0.21, 0.09, 0.00, 0.04, 0.05, 0.00, 0.07, 0.41, 0.35, 0.30, 0.01, 0.15, -0.03, 0.17, -0.04, 0.12, -0.03, 0.00, 0.00, 0.00, 0.00, 0.03, 0.00, 0.01, 0.00, 0.00, 0.00, 0.01, 0.00, -0.05, -0.01, 0.00, 0.00, 0.00],
  "homo_ev": [-9.3, -10.0],
  "homo_lumo_gap_ev": [6.8, 4.6],
  "spin_multiplicity": 5,
  "charge": 1
}

***

(2)
{
  "formula": "C2H3LiOYb",
  "method": "ωB97M-V/def2-TZVPD",
  "elements": ["C", "C", "O", "Li", "H", "H", "Yb", "H"],
  "coordinates": [[1.76, -0.76, -2.09], [1.05, -0.07, -1.25], [0.44, 0.51, -0.42], [1.93, -3.79, 1.03], [1.29, -1.40, -2.82], [2.80, -0.58, -2.21], [0.17, -7.37, 1.15], [2.32, -3.08, -0.49]],
  "mulliken_spin": [0.02, 0.01, 0.01, -0.07, 0.00, 0.00, 0.62, 0.41],
  "homo_ev": [-10.9, -10.2],
  "de_lowest_ev": 2.180,
  "homo_lumo_gap_ev": [6.5, 3.5],
  "spin_multiplicity": 2,
  "charge": 1
}